Record 1
14
Properties=species:S:1:pos:R:3 method="wB97M-V/def2-TZVPD" de_lowest_ev=1.467 total_energy_ha=-212.4973 fmax_ev_per_a=3.79 smiles=CNC1CC1 homo_lumo_gap_ev=10.09
C 1.849 0.203 -0.007
N 0.851 -0.842 -0.073
C -0.352 -0.262 0.558
C -1.657 -0.615 -0.110
C -1.137 0.867 -0.150
H 2.035 0.341 1.056
H 2.855 -0.123 -0.392
H 1.602 1.225 -0.414
H 0.623 -1.239 -0.960
H -0.268 -0.210 1.607
H -2.480 -0.832 0.626
H -1.551 -1.314 -0.958
H -0.721 1.169 -1.112
H -1.650 1.632 0.329

Record 2
15
Properties=species:S:1:pos:R:3 method="wB97M-V/def2-TZVPD" de_lowest_ev=2.946 total_energy_ha=-266.9910 fmax_ev_per_a=2.95 charge=+1 homo_lumo_gap_ev=9.25
C -0.077 -2.317 -0.656
N -0.359 -1.107 -0.436
C -0.254 0.056 -1.311
C -0.073 1.311 -0.555
N -0.071 1.542 0.717
C 0.274 0.506 1.762
H -0.147 -2.875 0.250
H 0.164 -2.776 -1.553
H -0.933 0.097 -2.151
H 0.695 0.141 -1.920
H -0.206 2.161 -1.212
H 0.006 2.435 1.182
H 0.248 0.953 2.809
H -0.549 -0.214 1.574
H 1.282 0.086 1.500

Record 3
15
Properties=species:S:1:pos:R:3 method="wB97M-V/def2-TZVPD" de_lowest_ev=2.980 total_energy_ha=-266.9898 fmax_ev_per_a=6.49 charge=+1 homo_lumo_gap_ev=10.66
C 0.782 -0.860 -0.109
C -2.182 0.516 0.500
C 0.175 -2.085 -0.233
C 1.943 1.451 0.059
N 1.257 0.206 -0.147
N -1.475 0.456 -0.559
H -3.116 1.141 0.701
H -2.034 0.070 1.469
H -0.880 -1.852 -0.554
H 0.244 -2.599 0.719
H 0.687 -2.690 -0.981
H 1.869 2.071 -0.776
H 1.449 1.837 0.917
H 3.030 1.251 0.307
H -1.750 1.087 -1.313

Record 4
15
Properties=species:S:1:pos:R:3 method="wB97M-V/def2-TZVPD" de_lowest_ev=2.067 total_energy_ha=-267.0233 fmax_ev_per_a=4.81 smiles="C=NCC(C)=[NH2+]" charge=+1 homo_lumo_gap_ev=10.34
C -1.310 2.054 1.375
N -0.430 1.592 0.601
C -0.662 0.207 0.136
C 0.545 -0.467 -0.436
C 0.422 -1.895 -0.926
N 1.676 0.023 -0.309
H -1.326 3.113 1.489
H -2.091 1.400 1.805
H -1.256 0.193 -0.791
H -0.993 -0.460 0.898
H 0.005 -1.911 -1.859
H -0.172 -2.248 -0.179
H 1.421 -2.323 -0.881
H 1.708 1.057 -0.201
H 2.464 -0.333 -0.723

Record 5
15
Properties=species:S:1:pos:R:3 method="wB97M-V/def2-TZVPD" de_lowest_ev=3.515 total_energy_ha=-266.9701 fmax_ev_per_a=4.10 smiles=C#C[C@@](C)(N)[NH3+] charge=+1 homo_lumo_gap_ev=11.18
C -2.531 0.116 -0.547
C -1.466 0.068 -0.017
C -0.070 -0.094 0.246
C 0.771 1.325 0.514
N 0.201 -0.996 1.256
N 0.634 -0.489 -1.136
H -3.508 0.045 -0.757
H 1.721 1.351 -0.110
H 0.942 1.279 1.628
H 0.010 2.190 0.302
H -0.224 -1.971 1.109
H 1.071 -1.109 1.730
H 0.383 0.220 -1.912
H 1.612 -0.416 -0.955
H 0.454 -1.519 -1.349

Record 6
15
Properties=species:S:1:pos:R:3 method="wB97M-V/def2-TZVPD" de_lowest_ev=2.749 total_energy_ha=-266.9982 fmax_ev_per_a=3.25 smiles="C=C/C=[NH+]/CN" charge=+1 homo_lumo_gap_ev=9.21
C -2.840 0.805 -0.174
C -2.174 -0.345 0.098
C -0.722 -0.678 0.102
N 0.222 0.160 -0.139
C 1.813 -0.395 -0.185
N 3.004 0.309 0.208
H -3.937 0.853 -0.029
H -2.477 1.789 -0.348
H -2.965 -1.191 0.452
H -0.431 -1.688 0.309
H 0.097 1.214 -0.186
H 1.692 -1.215 0.503
H 1.773 -0.648 -1.247
H 3.312 0.408 1.163
H 3.632 0.622 -0.528

Record 7
15
Properties=species:S:1:pos:R:3 method="wB97M-V/def2-TZVPD" de_lowest_ev=5.519 total_energy_ha=-266.8965 fmax_ev_per_a=4.71 smiles="CN(C)[N+]1=CC1" charge=+1 homo_lumo_gap_ev=9.52
C 0.766 0.878 1.134
N 0.296 -0.202 0.262
C 1.176 -1.280 -0.088
N -0.836 -0.115 -0.297
C -1.859 -0.597 -0.952
C -2.149 0.656 -0.260
H 0.099 1.628 1.255
H 0.780 0.435 2.214
H 1.690 1.222 0.740
H 2.124 -1.016 0.285
H 0.850 -2.194 0.483
H 1.182 -1.595 -1.133
H -1.868 -1.286 -1.724
H -2.342 1.576 -0.946
H -2.680 0.820 0.767

Record 8
15
Properties=species:S:1:pos:R:3 method="wB97M-V/def2-TZVPD" de_lowest_ev=7.493 total_energy_ha=-266.8239 fmax_ev_per_a=6.02 charge=+1 homo_lumo_gap_ev="9.35 / 9.35"
C 0.538 1.429 0.135
C 0.328 0.643 1.363
C -2.041 -0.378 -0.226
C 1.566 -0.940 -0.542
N -0.824 -0.625 0.351
N 0.454 -0.153 0.092
H -0.103 2.169 -0.391
H 1.503 1.864 0.112
H 0.346 0.337 2.428
H -2.183 -1.185 -0.953
H -2.713 -0.467 0.596
H -2.211 0.492 -0.860
H 1.303 -0.816 -1.607
H 2.521 -0.381 -0.288
H 1.516 -1.988 -0.208